A 6-piece molecular cluster, C41H70ClFN3O11PS8Si overall. Source: OMol25; level of theory: wB97M-V/def2-TZVPD.

```
137
Properties=species:S:1:pos:R:3:forces:R:3
C -4.51190 2.09662 -3.16889 -0.14 0.22 0.08
C -5.75498 1.25024 -3.34722 -0.02 0.06 -0.04
Cl -6.81477 2.06263 -4.56711 -0.06 0.03 -0.02
C -5.52365 -0.22219 -3.75390 0.07 -0.06 0.03
C -4.08791 -0.58464 -4.05412 -0.07 -0.12 0.05
C -3.52675 -0.48157 -5.33409 -0.23 -0.07 -0.01
C -4.37096 0.03360 -6.47439 0.09 -0.39 -0.43
C -4.57424 -0.95580 -7.62754 0.46 0.12 -0.01
C -4.27268 -0.57941 -9.01556 -0.45 0.05 0.74
O -5.61999 -0.60486 -8.51611 -0.01 -0.12 0.04
C -2.18030 -0.83558 -5.47604 0.31 0.08 -0.10
S -1.27918 -0.76557 -6.99201 -0.03 -0.28 0.02
O -1.76196 -1.72281 -7.92779 0.10 0.11 0.07
O 0.10988 -0.62628 -6.73426 -0.17 -0.02 -0.04
F -1.77225 0.63430 -7.50469 0.11 0.24 -0.21
C -1.39831 -1.26931 -4.42082 0.11 -0.04 -0.13
C -1.96893 -1.38194 -3.17714 -0.08 -0.04 0.06
C -3.29540 -1.02744 -2.99266 0.04 -0.03 0.14
S -3.92874 -1.11252 -1.34501 -0.04 0.17 0.05
C -2.47911 -0.55707 -0.48331 -0.08 -0.20 -0.07
C -2.58307 0.28107 0.62761 -0.21 -0.28 -0.12
C -3.95308 0.71268 1.08474 -0.01 0.09 0.02
C -4.66306 -0.26152 2.03785 -0.26 0.10 -0.22
C -5.50054 0.43260 3.08675 0.06 0.23 0.03
N -6.71078 -0.26887 3.43318 0.20 0.01 0.29
O -5.16565 1.46379 3.61679 -0.11 -0.27 -0.07
C -1.40366 0.70061 1.25005 0.20 0.17 0.02
C -1.52938 1.63800 2.43010 0.13 -0.04 -0.11
C -2.04949 1.00532 3.73302 -0.04 -0.29 0.09
O -1.02865 0.78033 4.68973 -0.14 0.33 -0.17
Si -0.91353 1.76233 6.03604 0.42 -0.21 0.36
C -1.44450 3.51794 5.67392 0.00 0.00 0.11
C -1.94166 0.97781 7.38468 -0.29 0.02 -0.32
C 0.87742 1.77900 6.52188 -0.29 0.15 -0.26
C -0.14264 0.32541 0.73505 -0.19 0.22 0.18
P 1.48221 0.99831 1.29320 0.62 -0.41 -0.42
C 1.59584 0.82815 3.10415 -0.27 0.57 0.22
C 1.34672 2.80562 1.03865 -0.07 0.11 0.03
C -0.06972 -0.54662 -0.36313 0.02 -0.05 0.09
C 1.22648 -1.03191 -0.98199 -0.24 0.05 -0.20
C 1.62906 -0.04511 -2.04972 0.07 -0.01 -0.34
O 1.54659 -0.25196 -3.23612 0.02 0.04 0.34
C -1.24986 -0.98258 -0.95534 -0.07 0.02 0.15
N -1.18127 -1.85259 -2.08635 0.00 -0.17 0.17
N -1.57115 -3.19870 -1.70243 0.32 0.06 -0.29
C -1.34037 -4.10280 -2.48653 -0.22 0.20 0.08
S -1.10780 -5.26215 -3.49456 0.04 -0.16 0.01
H -3.85352 1.66475 -2.41470 0.08 -0.09 -0.06
H -3.98342 2.21992 -4.11220 0.14 -0.11 0.00
H -4.80058 3.08920 -2.82609 -0.02 0.03 0.00
H -6.34170 1.27501 -2.43312 -0.03 -0.02 0.02
H -6.16458 -0.47832 -4.59007 -0.08 -0.01 -0.01
H -5.86335 -0.84311 -2.92814 -0.06 -0.06 0.00
H -5.36295 0.27008 -6.11117 -0.01 0.22 -0.02
H -3.92610 0.94645 -6.86934 -0.18 0.10 0.05
H -4.47192 -2.00975 -7.36160 -0.30 0.11 -0.07
H -4.05552 -1.35500 -9.73625 0.18 0.11 -0.10
H -3.88665 0.42404 -9.15265 0.10 -0.09 -0.34
H -0.35233 -1.49909 -4.55945 0.07 0.02 0.06
H -4.58723 0.79844 0.20299 0.00 0.15 -0.07
H -3.91625 1.70395 1.53008 0.04 -0.05 0.16
H -5.31726 -0.94270 1.49620 0.07 -0.09 -0.06
H -3.94898 -0.88923 2.57502 -0.06 -0.05 0.04
H -6.78390 -0.23146 4.44708 -0.10 0.10 0.03
H -7.49249 0.29121 3.10105 -0.06 -0.13 -0.16
H -0.56784 2.09677 2.62969 -0.09 0.01 0.14
H -2.21443 2.43685 2.14655 0.07 0.14 0.03
H -2.84328 1.63163 4.14197 0.02 0.03 0.03
H -2.49580 0.03404 3.51354 0.02 0.03 0.03
H -2.50559 3.70880 5.82756 -0.08 -0.03 -0.12
H -1.15979 3.83952 4.67138 -0.03 0.01 -0.07
H -0.89797 4.15215 6.37612 0.00 0.06 0.02
H -3.00725 1.02951 7.14763 -0.04 0.04 0.01
H -1.79653 1.43230 8.36290 0.08 -0.01 0.08
H -1.68337 -0.08155 7.41846 0.08 -0.03 0.18
H 1.43964 2.33427 5.76748 0.14 -0.12 0.04
H 1.30968 0.78217 6.59158 0.06 0.02 0.02
H 1.04522 2.32367 7.45059 -0.04 -0.07 0.08
H 0.97757 0.02363 3.48954 0.05 -0.10 0.01
H 1.26795 1.74914 3.58604 -0.10 -0.08 0.13
H 2.62791 0.69167 3.40762 0.16 -0.21 -0.05
H 2.32875 3.22507 1.25644 0.05 0.04 0.03
H 1.14285 2.99264 -0.01457 -0.05 0.05 -0.05
H 0.60927 3.32637 1.64961 -0.02 0.01 -0.03
H 2.00731 -1.08619 -0.23101 0.08 -0.05 0.02
H 1.05416 -1.98384 -1.47339 0.12 -0.10 0.09
H 1.99259 0.92981 -1.67129 0.01 0.03 -0.01
C 2.94472 1.64313 10.03035 0.04 -0.07 0.04
S 2.72804 3.41132 9.80911 0.05 0.06 0.02
O 2.88953 3.67688 8.35184 -0.04 0.07 0.06
C 4.26750 3.91210 10.58405 0.03 -0.08 0.08
H 2.09970 1.14420 9.56038 -0.01 0.03 -0.03
H 3.87069 1.33146 9.54707 -0.02 0.04 -0.02
H 2.96564 1.41538 11.09611 -0.01 -0.01 0.00
H 5.11098 3.45033 10.07068 0.01 0.02 -0.03
H 4.24772 3.62736 11.63625 0.00 0.02 0.01
H 4.34334 4.99349 10.49668 -0.03 0.01 -0.01
C 2.15330 -5.60627 -6.81178 0.06 0.05 0.02
S 0.66891 -6.57827 -6.54454 -0.02 0.05 0.02
O 1.09881 -7.98337 -6.31114 0.03 -0.03 -0.01
C 0.08466 -6.47796 -8.23409 -0.10 -0.01 -0.13
H 2.69998 -5.57852 -5.87133 -0.02 -0.01 0.02
H 2.75622 -6.07841 -7.58639 -0.02 -0.01 -0.01
H 1.87462 -4.59610 -7.11093 0.00 0.00 -0.01
H 0.84386 -6.88410 -8.90028 0.03 0.03 0.02
H -0.11271 -5.43687 -8.48747 0.03 0.01 -0.02
H -0.83287 -7.05907 -8.30776 0.00 -0.02 0.07
C 2.54273 -6.89459 -12.08781 -0.01 -0.06 -0.03
S 2.49227 -5.11968 -11.81426 0.04 0.02 -0.03
O 1.96491 -4.91613 -10.43981 -0.03 -0.03 0.09
C 1.13069 -4.79240 -12.93850 -0.05 0.00 -0.06
H 3.30682 -7.30597 -11.43179 0.01 0.02 0.01
H 1.57188 -7.32590 -11.84394 -0.01 0.03 0.01
H 2.80430 -7.09395 -13.12685 0.01 0.00 0.00
H 0.26145 -5.37376 -12.63166 0.02 -0.01 0.03
H 1.43019 -5.04907 -13.95452 0.00 0.01 0.00
H 0.90585 -3.72990 -12.87872 0.02 0.01 0.02
C 5.42706 4.36336 6.68796 0.04 -0.01 -0.07
S 7.07381 3.90922 7.21202 0.23 0.63 -0.09
O 7.19264 4.31096 8.64230 -0.03 -0.10 0.06
C 7.96284 5.13870 6.25113 0.03 0.07 0.00
H 4.72752 3.74560 7.24791 -0.14 0.00 -0.06
H 5.24275 5.41294 6.91762 0.06 -0.01 0.03
H 5.31951 4.17643 5.61862 -0.02 -0.02 0.00
H 7.61163 6.13229 6.52868 -0.01 -0.01 0.02
H 7.79784 4.95278 5.18999 0.00 0.00 -0.01
H 9.02147 5.04109 6.48194 0.00 -0.02 0.02
C 5.94782 0.87481 4.56273 0.06 0.04 -0.05
S 5.02527 0.12058 5.90692 0.04 -0.14 0.04
O 3.75359 0.87972 6.03473 0.07 0.03 -0.04
C 6.10500 0.69613 7.22219 -0.11 -0.05 0.04
H 5.40998 0.66921 3.63933 -0.02 -0.01 0.00
H 6.00960 1.95081 4.72742 -0.01 -0.02 0.01
H 6.94287 0.43294 4.51399 0.00 0.00 -0.01
H 6.15771 1.78502 7.19588 -0.06 -0.42 -0.02
H 7.09514 0.25854 7.09623 0.02 0.03 0.02
H 5.67538 0.36612 8.16556 -0.02 -0.07 -0.01
```
Forces are in eV/Å.

Values from the calculation:
HOMO level (eV): -8.3
LUMO level (eV): -0.08
Net charge: 0
Frontier orbital gap (eV): 8.2